Model A:
Computed, not measured: one molecule with the formula C6H10BrCl, with ωB97M-V/def2-TZVPD.

The geometry in ORCA input format:
```
! wB97M-V def2-TZVPD RIJCOSX def2/J DEFGRID3
* xyz 0 1
H -0.3051 2.1689 1.2689
C -0.9468 1.4433 0.6426
H -1.9431 1.3246 1.1907
Br -0.3038 0.9782 -2.5175
H -0.9467 -1.9100 -0.3399
C -0.2844 0.0880 0.3381
C 0.8714 0.4770 -0.9488
H 2.5926 -0.2649 -2.0082
H -1.3265 1.7039 -0.3239
H 2.4615 -0.7488 -0.2098
H 1.5960 -1.5314 -1.4701
H 0.0867 -1.7764 1.9181
H -0.9265 -0.5089 2.4782
C 1.8895 -0.5509 -1.2128
H -2.3443 -0.8521 -0.0538
C -1.2748 -1.0523 0.1917
Cl 1.6925 1.9895 -0.4864
C -0.5884 -0.9777 1.5429
*
```

Gap between HOMO and LUMO ... 0.3889 Ha
LUMO energy ... 0.0223 Eh
E_HOMO ... -9.98 eV

Model B:
Computed, not measured: one molecule with the formula C6H10BrCl, with ωB97M-V/def2-TZVPD.

The geometry in ORCA input format:
```
! wB97M-V def2-TZVPD RIJCOSX def2/J DEFGRID3
* xyz 0 1
H -1.3674 0.2375 2.4118
H -2.5611 -0.2571 1.0822
H -1.7270 -1.2294 -0.6446
C -1.0149 -0.5477 -1.0868
C 1.7283 1.1314 -0.2122
H 2.8104 0.7999 -0.3308
H 0.7339 -1.9669 -1.0333
C -1.5366 -0.2331 1.5205
C 0.7896 -0.0265 0.1254
H 1.6922 1.9054 0.7335
H 1.4998 1.6822 -1.0841
H 1.1151 -0.6051 -2.0121
Br 1.6671 -1.0607 1.5049
H -1.2866 -1.2809 1.7089
H -1.4301 0.1068 -1.8628
C 0.4766 -0.9288 -1.1212
Cl -0.9280 1.9880 0.0015
C -0.6612 0.2849 0.2993
*
```

Gap between HOMO and LUMO ... 0.3894 Ha
LUMO energy ... 0.0304 Eh
E_HOMO ... -9.77 eV

In terms of stability, model B leads; the second structure lies 124.9 kJ/mol higher.

Model A:
Computed, not measured: a 2-piece molecular cluster, C3H10O overall, with ωB97M-V/def2-TZVPD.

The geometry in ORCA input format:
```
! wB97M-V def2-TZVPD RIJCOSX def2/J DEFGRID3
* xyz 0 1
H 3.0968 2.3430 -0.1430
C 3.0608 1.3351 0.2185
H -1.0940 -2.6789 0.0587
O -2.0740 0.9731 0.0105
H -0.9976 -1.6884 -1.4453
H 2.3478 1.3775 1.0130
H -3.2039 -0.7623 -0.1573
H -2.2175 -0.5120 1.2836
C -0.9982 -1.5820 -0.2782
H -2.5642 1.0331 -0.8281
C -2.1477 -0.5208 0.1910
H 0.0386 -1.0359 -0.0326
H 2.6987 0.6250 -0.5968
H 4.0545 1.0936 0.7060
*
```

Gap between HOMO and LUMO ... 0.4179 Ha
LUMO energy ... 0.0338 Eh
E_HOMO ... -10.45 eV

Model B:
Computed, not measured: a 2-piece molecular cluster, C3H10O overall, with ωB97M-V/def2-TZVPD.

The geometry in ORCA input format:
```
! wB97M-V def2-TZVPD RIJCOSX def2/J DEFGRID3
* xyz 0 1
H 0.9178 0.9073 -2.1799
H -0.5586 0.2398 -1.3952
H 0.7557 -2.6138 0.6029
H 1.1532 2.8274 -0.5688
H -1.2027 -2.7791 0.7501
H -0.3497 -2.8117 2.1691
C 0.4611 1.9477 -0.2584
O -0.2908 -0.9760 1.1247
C 0.0464 1.1464 -1.5523
H -0.3982 1.8748 -2.2841
H 1.1167 1.2083 0.2948
H -0.4040 2.1803 0.3413
H -1.0327 -0.7146 1.7731
C -0.2143 -2.4369 1.1828
*
```

Gap between HOMO and LUMO ... 0.4081 Ha
LUMO energy ... 0.0304 Eh
E_HOMO ... -10.28 eV

Model C:
Computed, not measured: a 2-piece molecular cluster, C3H10O overall, with ωB97M-V/def2-TZVPD.

The geometry in ORCA input format:
```
! wB97M-V def2-TZVPD RIJCOSX def2/J DEFGRID3
* xyz 0 1
C 0.3936 0.1022 0.3329
O 0.6342 -2.0297 -2.2044
C 0.1734 1.5548 -0.0168
H -1.3034 0.4391 1.6938
H 0.5183 2.1785 0.8087
H -0.2861 -1.9356 -1.9526
H -1.5970 -0.7698 0.6665
H -0.4058 -1.0195 2.0755
H -0.8645 1.7856 -0.2676
H 0.4482 -0.6223 -0.4717
H 1.0342 -1.1911 -1.9751
H 1.2906 -0.0309 0.9402
C -0.7476 -0.4021 1.2533
H 0.7120 1.9408 -0.8826
*
```

Gap between HOMO and LUMO ... 0.4518 Ha
LUMO energy ... 0.0346 Eh
E_HOMO ... -11.35 eV

Model D:
Computed, not measured: a 2-piece molecular cluster, C3H10O overall, with ωB97M-V/def2-TZVPD.

The geometry in ORCA input format:
```
! wB97M-V def2-TZVPD RIJCOSX def2/J DEFGRID3
* xyz 0 1
H -1.3533 -0.3782 1.8664
H 2.6382 0.5716 -6.4888
H -3.4000 0.6510 3.1126
H -2.5714 0.2048 4.6064
C -1.3026 0.2721 2.7568
C 3.0054 -0.1883 -5.7983
H 0.3358 0.4402 3.7343
H 2.4373 -0.4860 -4.9315
H 4.0624 0.0575 -5.6169
H -0.9025 1.2770 2.6264
H -3.0422 -0.9935 3.3810
O -0.2835 -0.3008 3.6550
C -2.6244 -0.0209 3.5489
H 3.0008 -1.1064 -6.4525
*
```

Gap between HOMO and LUMO ... 0.4077 Ha
LUMO energy ... 0.0374 Eh
E_HOMO ... -10.08 eV

In terms of stability, model C leads; the second structure lies 60.0 kJ/mol higher.